Record 1
The following is a quantum chemistry calculation of 3 unconnected molecules or ions with the total composition C31H49B2BrF8N2O13 at a distorted geometry, from the OMol25 dataset.

Computed properties:
Structure (SMILES) ... CCOB(O)c1c(CCOCC(F)(F)C(F)(F)C(F)(F)C(F)F)c(B(O)O)c(CNC)c2c1C(=O)N(Br)C2=O.COCCOCCOC.COCCOCCOC
Frontier orbital gap ... 6.938 eV
Maximum force ... 0.1830 hartree/bohr
Highest occupied orbital energy ... -8.80 eV
2S+1 ... 1
M ... 911.246 Da

Geometry (Å):
C  5.36  -4.17  2.86
C  3.81  -4.18  3.49
O  2.81  -3.67  2.53
B  2.72  -2.19  2.57
O  3.90  -1.30  2.80
C  1.28  -1.39  2.30
C  0.49  -0.48  3.42
C  1.04  -0.31  4.95
C  0.18  -1.19  6.07
O  -0.32  -2.47  5.57
C  -1.72  -2.40  5.13
C  -2.64  -3.71  5.49
F  -4.07  -3.31  5.19
F  -2.61  -3.88  6.98
C  -2.19  -5.10  4.73
F  -2.50  -6.21  5.71
F  -0.74  -5.21  4.44
C  -2.99  -5.42  3.34
F  -2.04  -6.24  2.50
F  -3.27  -4.20  2.50
C  -4.34  -6.33  3.50
F  -5.17  -6.19  2.24
F  -5.22  -5.96  4.63
C  -0.94  0.32  3.06
B  -1.72  1.27  4.20
O  -1.15  2.58  4.69
O  -3.05  0.92  4.78
C  -1.59  0.18  1.56
C  -3.00  0.85  1.05
N  -3.88  -0.30  0.52
C  -5.35  -0.01  0.75
C  -0.78  -0.77  0.47
C  0.63  -1.53  0.80
C  1.11  -2.38  -0.53
O  2.29  -2.93  -0.85
N  -0.22  -2.43  -1.30
Br  -1.26  -3.99  -1.02
C  -1.13  -1.19  -1.08
O  -1.99  -0.63  -1.93
H  5.97  -3.45  3.59
H  5.88  -5.22  2.92
H  5.40  -3.67  1.80
H  3.56  -5.32  3.67
H  3.78  -3.58  4.52
H  3.68  -0.61  3.50
H  2.17  -0.66  5.10
H  1.03  0.82  5.33
H  -0.64  -0.52  6.60
H  0.96  -1.45  6.93
H  -1.69  -2.27  3.94
H  -2.29  -1.46  5.55
H  -4.09  -7.47  3.62
H  -0.15  2.54  4.67
H  -3.40  1.70  5.32
H  -3.61  1.42  1.86
H  -2.81  1.56  0.13
H  -3.69  -1.13  1.16
H  -5.97  -0.91  0.27
H  -5.67  0.01  1.89
H  -5.70  0.96  0.19
C  -0.43  2.72  -2.40
O  -0.33  3.71  -1.39
C  1.00  4.16  -1.16
C  1.07  5.69  -1.08
O  0.81  6.38  -2.31
C  -0.53  6.32  -2.82
C  -1.59  7.01  -1.96
O  -1.84  6.28  -0.76
C  -1.96  7.10  0.39
H  -0.18  1.74  -1.97
H  -1.46  2.70  -2.76
H  0.23  2.93  -3.24
H  1.69  3.80  -1.93
H  1.32  3.74  -0.20
H  2.09  5.96  -0.80
H  0.44  6.08  -0.28
H  -0.80  5.29  -3.05
H  -0.49  6.84  -3.78
H  -2.53  7.05  -2.51
H  -1.27  8.04  -1.74
H  -1.21  7.90  0.40
H  -1.80  6.47  1.27
H  -2.97  7.53  0.43
C  2.11  -1.96  -4.26
O  1.76  -1.33  -5.48
C  0.88  -0.22  -5.31
C  1.34  0.99  -6.14
O  2.57  1.60  -5.70
C  3.77  0.84  -5.87
C  4.17  0.56  -7.32
O  3.29  -0.38  -7.93
C  2.93  -0.04  -9.26
H  1.32  -2.65  -3.96
H  3.03  -2.53  -4.43
H  2.31  -1.24  -3.47
H  0.80  0.07  -4.26
H  -0.11  -0.53  -5.66
H  0.58  1.77  -6.04
H  1.39  0.76  -7.20
H  3.73  -0.08  -5.28
H  4.56  1.45  -5.42
H  5.18  0.12  -7.34
H  4.19  1.51  -7.88
H  2.71  1.03  -9.36
H  2.02  -0.59  -9.51
H  3.73  -0.33  -9.95

***

Record 2
The following is a quantum chemistry calculation of a molecular structure, C40H78CaN3O5P, from the OMol25 dataset.

Computed properties:
Frontier orbital gap ... 6.902 eV
Maximum force ... 0.0142 hartree/bohr
Highest occupied orbital energy ... -6.75 eV
2S+1 ... 1
M ... 752.132 Da

Geometry (Å):
Ca  0.32  -0.48  -0.02
C  2.90  -1.91  1.58
N  2.75  -0.80  0.64
C  3.55  0.34  1.10
C  3.20  -1.17  -0.72
C  2.39  -2.28  -1.39
N  1.01  -1.98  -1.78
C  0.94  -1.08  -2.96
C  -0.47  -0.88  -3.49
C  -0.72  -1.27  -4.80
C  -1.99  -1.19  -5.36
C  -3.01  -0.75  -4.52
C  -2.82  -0.37  -3.20
C  -1.50  -0.37  -2.67
O  -1.24  0.12  -1.48
C  -4.06  0.08  -2.39
C  -3.89  0.02  -0.86
C  -5.26  -0.82  -2.70
C  -4.40  1.53  -2.78
C  -2.30  -1.60  -6.80
C  -3.32  -2.75  -6.80
C  -2.90  -0.41  -7.56
C  -1.06  -2.07  -7.55
C  0.30  -3.25  -2.04
C  -0.61  -3.87  -0.97
C  -1.35  -4.95  -1.46
C  -2.24  -5.66  -0.68
C  -2.39  -5.23  0.64
C  -1.69  -4.17  1.18
C  -0.76  -3.45  0.36
O  -0.10  -2.42  0.86
C  -1.93  -3.72  2.63
C  -2.52  -2.30  2.64
C  -0.62  -3.75  3.43
C  -2.92  -4.63  3.36
C  -3.07  -6.83  -1.20
C  -2.77  -7.14  -2.67
C  -4.56  -6.50  -1.08
C  -2.76  -8.09  -0.37
H  3.94  -2.25  1.63
H  2.24  -2.73  1.32
H  2.60  -1.57  2.58
H  4.61  0.06  1.20
H  3.19  0.68  2.07
H  3.47  1.16  0.38
H  4.24  -1.52  -0.69
H  3.18  -0.26  -1.32
H  2.35  -3.14  -0.72
H  2.97  -2.59  -2.27
H  1.54  -1.51  -3.78
H  1.42  -0.13  -2.69
H  0.10  -1.66  -5.38
H  -4.01  -0.69  -4.93
H  -3.54  -0.96  -0.53
H  -4.87  0.21  -0.40
H  -3.18  0.77  -0.50
H  -5.03  -1.86  -2.46
H  -5.57  -0.78  -3.75
H  -6.12  -0.51  -2.10
H  -3.56  2.19  -2.53
H  -5.28  1.87  -2.23
H  -4.60  1.61  -3.85
H  -4.25  -2.46  -6.30
H  -2.92  -3.62  -6.27
H  -3.56  -3.05  -7.82
H  -3.81  -0.04  -7.08
H  -3.14  -0.69  -8.58
H  -2.18  0.42  -7.59
H  -0.61  -2.95  -7.08
H  -0.30  -1.29  -7.60
H  -1.33  -2.34  -8.57
H  1.05  -4.00  -2.33
H  -0.32  -3.11  -2.92
H  -1.20  -5.22  -2.50
H  -3.09  -5.76  1.27
H  -1.84  -1.60  2.16
H  -2.71  -1.98  3.67
H  -3.47  -2.28  2.11
H  0.13  -3.12  2.97
H  -0.22  -4.77  3.47
H  -0.80  -3.43  4.46
H  -3.91  -4.62  2.89
H  -3.04  -4.27  4.38
H  -2.57  -5.66  3.40
H  -3.01  -6.29  -3.31
H  -3.38  -7.99  -2.99
H  -1.72  -7.41  -2.82
H  -4.81  -5.61  -1.66
H  -4.84  -6.31  -0.04
H  -5.17  -7.33  -1.44
H  -1.70  -8.35  -0.45
H  -3.36  -8.93  -0.73
H  -2.99  -7.93  0.68
O  -0.65  0.96  1.74
H  -1.59  0.91  1.55
H  -0.54  0.58  2.65
O  -0.43  2.46  -2.84
H  -1.03  2.05  -2.19
H  -0.47  1.84  -3.58
O  1.34  1.67  -0.89
H  1.09  2.27  -0.17
H  0.80  2.00  -1.64
N  -0.22  -0.18  4.24
H  -0.16  -1.18  4.08
H  -1.01  -0.03  4.86
H  0.61  0.11  4.73
C  -2.68  5.12  -2.12
C  -1.71  5.36  -0.96
P  -1.52  3.86  0.08
C  -3.18  3.71  0.87
C  -3.78  4.93  1.57
C  -0.48  4.47  1.51
C  -0.38  5.98  1.75
H  -2.75  5.99  -2.77
H  -3.69  4.90  -1.76
H  -2.35  4.27  -2.72
H  -2.03  6.23  -0.37
H  -0.72  5.59  -1.36
H  -3.10  2.88  1.57
H  -3.86  3.35  0.08
H  -3.17  5.25  2.41
H  -4.78  4.70  1.95
H  -3.88  5.77  0.88
H  0.53  4.07  1.37
H  -0.87  3.96  2.39
H  0.06  6.49  0.89
H  0.26  6.18  2.61
H  -1.35  6.43  1.94

***

Record 3
The following is a quantum chemistry calculation of a molecular structure, C26H22MoN6O3S, from the OMol25 dataset.

Computed properties:
Total charge ... +1
Frontier orbital gap (alpha / beta) ... 6.903 / 6.477 eV
Maximum force ... 0.0054 hartree/bohr
Highest occupied orbital energy (alpha / beta) ... -10.29 / -9.88 eV
2S+1 ... 2
M ... 594.508 Da

Geometry (Å):
Mo  1.36  0.10  -0.27
C  1.80  -2.44  -3.30
O  1.00  -1.63  -2.44
C  -0.34  -1.84  -2.44
C  -1.03  -2.34  -3.53
C  -2.41  -2.47  -3.49
C  -3.11  -2.10  -2.35
C  -2.43  -1.62  -1.25
C  -1.04  -1.51  -1.27
N  -0.34  -1.02  -0.10
N  -0.98  -1.27  0.97
C  -0.58  -0.84  2.20
C  0.69  -0.33  2.52
O  1.64  -0.19  1.61
C  1.02  0.00  3.86
C  0.09  -0.14  4.84
C  -1.21  -0.66  4.58
C  -2.15  -0.81  5.62
C  -3.38  -1.34  5.36
C  -3.72  -1.73  4.06
C  -2.82  -1.58  3.03
C  -1.54  -1.04  3.26
H  1.45  -3.47  -3.29
H  1.79  -2.05  -4.32
H  2.81  -2.39  -2.89
H  -0.49  -2.62  -4.42
H  -2.94  -2.86  -4.35
H  -4.19  -2.18  -2.32
H  -2.96  -1.34  -0.35
H  2.02  0.37  4.06
H  0.34  0.14  5.86
H  -1.87  -0.52  6.62
H  -4.10  -1.46  6.16
H  -4.69  -2.15  3.86
H  -3.09  -1.90  2.03
O  1.49  1.21  -1.96
N  2.53  1.09  -2.80
C  2.42  1.75  -3.98
C  3.43  1.70  -4.90
C  4.57  0.95  -4.59
C  4.66  0.30  -3.39
C  3.61  0.36  -2.46
S  3.66  -0.43  -0.93
H  1.49  2.29  -4.09
H  3.32  2.23  -5.83
H  5.39  0.90  -5.30
H  5.53  -0.28  -3.13
N  0.30  4.52  2.61
C  -0.25  3.63  1.76
C  0.54  2.68  1.08
N  -0.01  1.75  0.31
C  -1.33  1.79  0.11
C  -2.09  2.77  0.74
N  -1.57  3.66  1.57
H  1.29  4.59  2.74
H  -0.30  5.22  3.01
H  1.62  2.64  1.21
H  -1.77  1.05  -0.53
H  -3.16  2.81  0.58

***

Record 4
The following is a quantum chemistry calculation of 2 unconnected molecules or ions with the total composition C10H17N3O3P at a distorted geometry, from the OMol25 dataset.

Computed properties:
Total charge ... +1
Frontier orbital gap ... 7.944 eV
Maximum force ... 0.0493 hartree/bohr
Highest occupied orbital energy ... -11.84 eV
2S+1 ... 1
M ... 258.238 Da

Geometry (Å):
N  -1.47  0.35  0.91
P  -1.94  -0.48  -0.38
C  -3.01  0.48  -1.58
C  -2.65  1.98  -1.69
N  -1.33  2.23  -2.36
C  -0.92  1.08  -3.25
C  -2.20  0.45  -3.82
O  -3.01  -0.18  -2.85
H  -1.83  1.29  0.82
H  -0.77  -0.98  -1.03
H  -2.72  -1.61  0.02
H  -4.03  0.44  -1.20
H  -2.64  2.50  -0.73
H  -3.45  2.45  -2.27
H  -1.41  3.06  -2.94
H  -0.59  2.39  -1.68
H  -0.38  0.33  -2.66
H  -0.25  1.46  -4.02
H  -2.77  1.20  -4.40
H  -1.88  -0.34  -4.51
C  1.51  -0.50  1.69
C  2.81  -0.01  1.71
C  3.76  -0.58  2.54
C  3.39  -1.65  3.35
C  2.09  -2.14  3.35
C  1.15  -1.56  2.51
N  4.39  -2.26  4.22
O  5.51  -1.80  4.22
O  4.04  -3.21  4.89
H  0.77  -0.06  1.03
H  3.09  0.81  1.06
H  4.77  -0.20  2.56
H  1.81  -2.97  3.99
H  0.14  -1.94  2.50